No. 1
Formula: C16H21Cl2FeN3O2
Source: OMol25
Level of theory: ωB97M-V/def2-TZVPD

## Properties
- spin multiplicity = 2
- gap between HOMO and LUMO (spin up / spin down) (eV) = 7.230 / 8.166
- E_tot (eV) = -84925.225
- HOMO energy (spin up / spin down) (eV) = -12.1 / -12.1
- charge = +1

Each line ends with the Löwdin charge.
Element x y z (Å)
H: 0.250 -1.753 3.425  0.082
H: 2.634 0.648 2.141  0.075
H: -0.915 -3.466 -3.197  0.071
H: -1.035 -2.276 2.332  0.103
C: -0.835 -3.216 -2.145  -1.001
H: -2.553 1.881 -0.788  0.102
C: 0.937 2.976 0.996  0.010
O: -0.483 -1.005 -2.946  0.088
H: 0.422 3.698 0.369  0.084
H: 1.871 -0.326 3.403  0.085
H: 4.659 0.192 -1.407  0.122
H: -3.364 -0.740 2.284  0.096
H: -2.911 2.904 0.592  0.107
C: 0.073 1.808 1.335  -0.230
C: -1.274 1.587 0.909  -0.213
H: 1.222 3.480 1.922  0.106
C: 0.471 0.724 2.157  -0.224
H: 1.860 2.681 0.496  0.084
C: -1.714 0.366 1.511  -0.230
Cl: -2.235 -3.884 -1.308  0.631
H: 2.860 -0.257 0.267  0.107
H: -1.435 -1.403 3.803  0.106
Cl: 0.689 -3.907 -1.541  0.618
C: -0.640 -0.171 2.260  -0.218
C: 1.794 0.597 2.836  0.012
C: 2.655 0.250 -0.665  -0.090
H: -1.514 3.264 -0.420  0.080
Fe: -0.098 0.013 0.254  0.722
C: -0.727 -1.699 -1.988  -0.707
H: 0.094 1.503 -2.268  0.129
N: 1.388 0.636 -0.917  -0.008
C: -0.707 -1.472 2.993  0.018
N: 1.867 2.025 -4.203  0.171
C: 2.140 1.445 -3.019  -0.339
C: -2.097 2.458 0.019  0.012
H: 1.920 1.428 3.534  0.106
H: -3.809 0.461 1.073  0.093
C: -3.055 -0.275 1.349  0.018
H: 0.921 2.168 -4.505  0.114
C: 3.637 0.493 -1.601  -0.082
H: 2.601 2.063 -4.890  0.119
H: -3.034 -1.048 0.579  0.089
C: 1.118 1.223 -2.068  -0.032
O: -0.912 -1.282 -0.761  -0.141
N: 3.396 1.085 -2.764  0.155

No. 2
Formula: C5H5N
Source: OMol25
Level of theory: ωB97M-V/def2-TZVPD

## Properties
- gap between HOMO and LUMO (eV) = 8.998
- E_tot (eV) = -6751.066
- HOMO energy (eV) = -9.7

Each line ends with the Löwdin charge.
Element x y z (Å)
N: 3.185 0.872 -0.720  0.148
H: -2.101 0.608 -1.734  0.078
C: -0.898 -0.898 -0.898  -0.114
C: -1.982 -0.143 -0.957  -0.005
C: 2.347 0.196 -0.292  -0.235
C: 0.280 -1.040 -0.455  -0.065
H: 1.357 -0.824 1.337  0.115
C: 1.309 -0.617 0.270  -0.148
H: -2.763 -0.237 -0.205  0.077
H: -0.815 1.141 0.311  0.070
H: -0.123 1.070 0.595  0.079

Computed max |F| (Eh/bohr) in order:
0.013; 0.021